1.
Formula: C6H13NO3
Source: the OMol25 dataset
Level of theory: wB97M-V/def2-TZVPD

Properties
Energy in hartree: -516.53132
HOMO energy in Eh: -0.3059
Orbital gap in eV: 8.871
SMILES: OC[C@H]1NCC[C@@H](O)[C@@H]1O
LUMO in hartree: 0.0201

```
23
C6H13NO3, DFT wB97M-V/def2-TZVPD
O 0.19195 3.14339 -0.62380
C 0.58435 2.03626 0.15888
C 0.01854 0.80919 -0.21650
N 0.76900 0.25487 -1.08625
C 0.59506 -0.94721 -1.48326
C 0.07816 -2.02179 -0.60710
C -0.86530 -1.35482 0.37968
O -0.96488 -2.32832 1.48775
C -0.28591 -0.08397 1.00441
O -1.02834 0.52277 1.70747
H 0.51735 3.89345 -0.43454
H 0.44315 2.48883 1.20243
H 1.79917 2.15612 0.15695
H -0.93411 1.09441 -0.84487
H 1.90129 0.15268 -0.62364
H 1.20918 -1.60521 -2.42265
H -0.28686 -0.85049 -2.22181
H 1.04722 -2.30093 0.18584
H -0.21106 -2.91697 -0.84429
H -1.65358 -1.13772 0.01533
H -1.46411 -1.72124 2.22927
H 0.48069 -0.20558 1.64211
H -1.94096 0.92229 1.23858
```

Atomic partial charges in e from the Mulliken method, atoms 1 to 2: -0.494 -0.561

=====

2.
Formula: C7H7FN2
Source: the OMol25 dataset
Level of theory: wB97M-V/def2-TZVPD

Properties
Energy in hartree: -480.16396
HOMO energy in Eh: -0.2906
Orbital gap in eV: 8.683
LUMO in hartree: 0.0285

```
17
C7H7FN2, DFT wB97M-V/def2-TZVPD
C 2.35305 0.52400 0.25147
C 1.60227 -0.63781 0.24640
C 1.71718 1.75262 0.15186
C 0.22471 -0.59067 0.12483
C 0.34657 1.81607 0.03351
C -0.41531 0.63987 -0.00068
C -2.99942 -0.64647 -0.22847
N -3.94417 -0.37314 0.48184
N -1.74490 0.77425 -0.32495
F -2.37561 1.82511 0.33816
H 3.42789 0.47690 0.33207
H 2.09248 -1.59498 0.34404
H 2.29488 2.66224 0.15362
H -0.35426 -1.50067 0.13213
H -0.15574 2.76814 -0.05842
H -2.61891 -1.37834 -0.91594
H -4.75856 -0.96974 0.56292
```

Atomic partial charges in e from the Mulliken method, atoms 1 to 2: -0.501 -0.587

=====

3.
Formula: C18H41BF4N15O6
Source: the OMol25 dataset
Level of theory: wB97M-V/def2-TZVPD

Properties
Energy in hartree: -2407.96582
HOMO energy in Eh: -0.2324
Net charge: -1
Orbital gap in eV: 8.315
LUMO in hartree: 0.0732

```
85
C18H41BF4N15O6, DFT wB97M-V/def2-TZVPD
B -21.69031 -21.77301 -19.92816
F -20.66651 -20.89882 -20.37806
F -22.25739 -21.27722 -18.80649
F -22.51668 -22.01789 -20.98809
F -21.19733 -22.96406 -19.51409
C -19.30734 -16.84631 -19.41656
O -19.23030 -15.71077 -18.97117
N -18.76805 -17.26657 -20.54759
N -19.92615 -17.73130 -18.76377
H -18.37431 -16.57637 -21.17104
H -19.21039 -18.09465 -20.92003
H -20.38463 -17.43807 -17.91294
H -19.97240 -18.65674 -19.16565
C -22.75598 -18.20955 -14.56190
O -21.97759 -17.33829 -14.97474
N -22.50216 -19.48945 -14.60114
N -23.83124 -17.97774 -13.88505
H -23.10710 -20.04176 -14.01030
H -21.69388 -19.80153 -15.12018
H -24.45754 -18.75787 -13.74633
H -24.16672 -17.02819 -13.80821
C -22.78496 -27.80288 -17.22000
O -22.81135 -27.21524 -16.09664
N -22.60252 -27.22658 -18.35736
N -22.83645 -29.05364 -17.44789
H -22.55928 -27.68810 -19.25470
H -22.48860 -26.22669 -18.44305
H -22.99419 -29.37993 -18.39063
H -22.79008 -29.67280 -16.65128
C -26.04531 -23.87582 -17.91256
O -26.87254 -24.52166 -17.36902
N -26.02804 -23.73026 -19.22020
N -25.13265 -23.20062 -17.25831
H -25.22924 -23.36835 -19.72123
H -26.67322 -24.31107 -19.73644
H -24.31657 -22.80257 -17.70065
H -25.21674 -23.29577 -16.25632
C -22.28180 -23.19528 -25.54227
O -22.51041 -23.24361 -26.71256
N -21.11608 -23.14015 -25.02036
N -23.16728 -23.31380 -24.61800
H -20.33295 -22.99610 -25.64169
H -21.05865 -23.09388 -24.01305
H -22.89918 -22.93110 -23.72259
H -24.15279 -23.35219 -24.83570
C -18.66015 -23.69193 -15.40329
O -19.49737 -24.33591 -14.84571
N -17.39445 -23.69169 -15.10609
N -18.72619 -22.82290 -16.37218
H -16.97208 -24.38110 -14.50075
H -16.87578 -23.10932 -15.74790
H -19.56578 -22.76774 -16.93088
H -17.90312 -22.29900 -16.63327
C -27.56580 -19.26170 -21.66602
C -27.64541 -19.20287 -20.08756
C -26.41973 -18.73205 -19.34929
C -25.81182 -17.40645 -19.68280
N -25.28806 -16.41265 -19.95787
H -28.27434 -18.54632 -22.08351
H -27.98374 -20.17917 -22.08036
H -26.60350 -18.96381 -22.08235
H -27.94458 -20.22204 -19.84282
H -28.48010 -18.60017 -19.72959
H -25.62482 -19.47642 -19.39551
H -26.62538 -18.73186 -18.27887
N -17.55316 -26.29155 -19.35498
C -17.65601 -27.62902 -19.66633
C -16.66152 -28.01964 -20.60089
C -15.97880 -26.84051 -20.90931
C -16.50545 -25.83249 -20.08029
H -18.24065 -25.74083 -18.86083
H -18.41183 -28.26998 -19.23702
H -16.38389 -28.98460 -20.99860
H -15.15240 -26.83127 -21.60455
H -16.29090 -24.77415 -20.09742
N -22.42285 -16.43206 -23.39151
C -22.32474 -15.32435 -24.25158
C -21.80732 -15.83768 -25.44701
C -21.54937 -17.20857 -25.33134
C -22.02143 -17.57852 -24.08792
H -22.74645 -16.44027 -22.43479
H -22.66928 -14.35307 -23.92860
H -21.55471 -15.24596 -26.31445
H -21.15274 -17.82007 -26.12831
H -22.08028 -18.56621 -23.65501
```

Atomic partial charges in e from the Mulliken method, atoms 1 to 2: 0.459 -0.401

=====

4.
Formula: C21H28N4O4
Source: the OMol25 dataset
Level of theory: wB97M-V/def2-TZVPD

Properties
Energy in hartree: -1337.07505
HOMO energy in Eh: -0.2888
Orbital gap in eV: 8.361
SMILES: CCCCn1c(=O)[nH]c(=O)c2c1nc(-c1ccc(OCCC)c(OCC)c1)n2C
LUMO in hartree: 0.0184

```
57
C21H28N4O4, DFT wB97M-V/def2-TZVPD
C 1.69331 0.92552 2.86017
C 2.06183 -0.18572 3.83620
C 3.50249 -0.66830 3.67201
C 3.77856 -1.35086 2.33089
N 2.97359 -2.54582 2.15082
C 3.31333 -3.69540 2.82442
O 4.27690 -3.76978 3.55283
N 2.48197 -4.78440 2.61975
C 1.34565 -4.90821 1.82161
O 0.71445 -5.94609 1.77658
C 1.09438 -3.67664 1.14066
C 1.88358 -2.54794 1.33296
N 1.41464 -1.52006 0.60442
C 0.35193 -1.99272 -0.04457
C -0.44257 -1.15449 -0.92250
C -1.11878 -1.62331 -2.04350
C -1.83297 -0.73890 -2.82381
C -1.91010 0.62193 -2.53309
O -2.66853 1.33023 -3.40339
C -2.78873 2.74083 -3.32906
C -3.64887 3.18215 -4.50928
C -3.84173 4.69229 -4.51795
C -1.21552 1.10606 -1.40262
O -1.28887 2.44133 -1.11666
C -0.57128 2.95067 -0.00914
C -0.81045 4.45203 0.03494
C -0.49678 0.21028 -0.63003
N 0.11577 -3.29584 0.25065
C -0.95006 -4.16007 -0.17642
H 0.69673 1.30306 3.08030
H 1.70151 0.54773 1.84134
H 2.39748 1.75140 2.93774
H 1.37700 -1.02582 3.70049
H 1.93732 0.17654 4.85928
H 3.74146 -1.37645 4.46739
H 4.18260 0.18076 3.76205
H 3.55192 -0.69084 1.49450
H 4.82897 -1.65176 2.29649
H 2.74871 -5.61482 3.13684
H -1.06320 -2.65682 -2.34039
H -2.35880 -1.08192 -3.70076
H -3.26189 3.03523 -2.38603
H -1.80102 3.21110 -3.38555
H -3.16731 2.85953 -5.43368
H -4.61535 2.68001 -4.44475
H -4.33065 5.02090 -3.60360
H -4.45687 4.99002 -5.36303
H -2.88290 5.20010 -4.59447
H 0.50023 2.73925 -0.12202
H -0.92674 2.48305 0.91893
H -0.46122 4.91277 -0.88502
H -1.87179 4.65800 0.14363
H -0.27560 4.88426 0.87547
H 0.04414 0.54691 0.23694
H -0.72005 -4.61181 -1.14392
H -1.05097 -4.96093 0.55533
H -1.88082 -3.59821 -0.25042
```

Atomic partial charges in e from the Mulliken method, atoms 1 to 2: -0.838 -0.396

=====

5.
Formula: C5H12N
Source: the OMol25 dataset
Level of theory: wB97M-V/def2-TZVPD

Properties
Energy in hartree: -252.13780
HOMO energy in Eh: -0.4912
Net charge: +1
Orbital gap in eV: 9.610
SMILES: CC(C)=CC[NH3+]
LUMO in hartree: -0.1381

```
18
C5H12N, DFT wB97M-V/def2-TZVPD
C 1.15646 -1.89182 -1.00860
C 0.30363 -0.81639 -0.49993
C -1.07846 -1.34217 -0.12761
C 0.68211 0.50286 -0.51357
C -0.36003 1.77120 0.04951
N -0.16953 1.92098 1.48868
H 0.83404 -2.74935 -0.42318
H 0.73792 -2.13532 -2.08860
H 2.25838 -1.65171 -0.87289
H -1.19336 -1.44320 0.90914
H -1.23660 -2.26557 -0.54763
H -1.90269 -0.55294 -0.33335
H 1.64564 0.83037 -0.72740
H -0.05517 2.61127 -0.58574
H -1.45234 1.40321 -0.24034
H 0.19568 0.97557 1.77733
H -0.95113 2.21893 2.14843
H 0.58546 2.61408 1.59575
```

Atomic partial charges in e from the Mulliken method, atoms 1 to 2: -1.260 1.229

=====

6.
Formula: C27H21Cl2N5O2Rh
Source: the OMol25 dataset
Level of theory: wB97M-V/def2-TZVPD

Properties
Energy in hartree: -2496.40623
HOMO energy (alpha / beta) in Eh: -0.2965 / -0.4220
Net charge: +1
2S+1: 5
Orbital gap (alpha / beta) in eV: 5.835 / 6.336
LUMO (alpha / beta) in hartree: -0.0821 / -0.1892

```
58
C27H21Cl2N5O2Rh, DFT wB97M-V/def2-TZVPD
Rh -0.20987 -0.17914 0.03911
C 3.23450 -1.77087 5.70656
C 2.59770 -1.83159 4.34970
C 1.81294 -2.91746 3.96681
C 1.17822 -2.93259 2.74583
C 1.30426 -1.86836 1.83921
N 0.55507 -1.85839 0.67558
C 0.32573 -3.05245 0.00196
C 1.35521 -3.99525 -0.12968
C 1.18726 -5.14568 -0.86778
C -0.01542 -5.40669 -1.52099
C -0.18745 -6.62521 -2.37950
C -1.04419 -4.48055 -1.39248
C -0.89870 -3.32794 -0.63753
N -2.03656 -2.49729 -0.47421
C -3.33339 -2.89325 -0.45609
C -4.11039 -1.77243 -0.32653
C -3.20226 -0.70948 -0.26039
N -1.96138 -1.15733 -0.35285
C 2.12687 -0.78502 2.21404
C 2.74001 -0.77691 3.45450
N 2.43270 0.27517 1.32131
C 3.58689 0.98614 1.27074
C 3.45208 1.93511 0.29160
C 2.16819 1.73626 -0.23047
N 1.57180 0.73376 0.39420
H 3.39017 -2.76807 6.11409
H 2.59060 -1.22579 6.40009
H 4.19358 -1.25554 5.67361
H 1.67605 -3.74664 4.64900
H 0.52726 -3.75546 2.48363
H 2.30713 -3.78390 0.33875
H 2.00871 -5.84477 -0.95899
H 0.46887 -7.43072 -2.05498
H 0.05962 -6.39351 -3.41761
H -1.21501 -6.98549 -2.35801
H -1.98086 -4.65605 -1.90556
H -3.59567 -3.93432 -0.51668
H -5.18292 -1.72532 -0.27281
H -3.38303 0.34547 -0.14011
H 3.33317 0.08139 3.74165
H 4.41369 0.74783 1.91532
H 4.18118 2.66330 -0.01442
H 1.64819 2.25467 -1.01953
Cl -3.36333 6.13739 1.90424
C -2.62488 4.79828 1.14455
C -2.32283 4.87695 -0.20697
C -1.73606 3.75173 -0.77070
Cl -1.34183 3.77645 -2.43475
C -1.43854 2.55863 -0.03933
O -0.94154 1.57890 -0.68607
C -1.73930 2.52424 1.40849
C -1.46827 1.44937 2.28643
O -0.90826 0.32353 2.04787
C -2.35048 3.66532 1.93358
H -2.53519 5.75853 -0.78918
H -1.78425 1.61670 3.32060
H -2.61515 3.69623 2.98166
```

Atomic partial charges in e from the Mulliken method, atoms 1 to 2: 0.624 -1.573

=====

Result set for energy above the lowest of the compared OMol25 structures with the same formula, charge and spin: 255.9, 59.6, 82.3, 43.1, 58.6, 0.0 kcal per mole, one per record in the order listed.